A structure of composition C5H5NO in a non-equilibrium geometry. Source: the Open Molecules 2025 dataset; level of theory: ωB97M-V/def2-TZVPD.

The energy relative to the best compared isomer or geometry (same formula, charge and spin) comes out at 4.6860 eV. The value obtained for the gap between HOMO and LUMO (spin up / spin down) is 7.56 / 7.56 eV. Its HOMO energy (spin up / spin down) is -8.02 / -8.02 eV.

Positions of all 12 atoms, in Å:
C1 -1.204 -0.522 -0.098
C2 1.168 0.441 -0.145
C3 0.013 -0.790 0.686
C4 0.266 1.492 -0.151
C5 -0.576 0.608 -0.892
N1 0.579 -1.686 1.310
O1 2.353 0.192 -0.095
H1 1.585 -1.589 1.485
H2 -1.462 -1.403 -0.696
H3 -2.043 -0.212 0.531
H4 0.360 2.566 -0.107
H5 -1.040 0.904 -1.829